[1]
# C55H110O23

16 unconnected molecules or ions with the total composition C55H110O23 (the ωB97M-V functional and the def2-TZVPD basis, OMol25).

Cartesian coordinates (Å):
C (3.40101, 0.79568, 6.48886)
C (3.47069, 1.31145, 5.06812)
O (4.38836, 1.92742, 4.68165)
C (2.31252, 0.97269, 4.20609)
H (4.17100, 1.15994, 7.10715)
H (3.71370, -0.23996, 6.44176)
H (2.43799, 0.88769, 6.97021)
H (1.89509, -0.00339, 4.43075)
H (2.54512, 1.09595, 3.17390)
H (1.54733, 1.71023, 4.39592)
C (-1.39183, -3.65777, -3.98398)
C (-0.78458, -4.54546, -5.02765)
O (-1.16052, -5.66239, -5.21720)
C (0.32010, -3.90908, -5.85366)
H (-2.37369, -3.99155, -3.68252)
H (-1.42523, -2.63597, -4.38930)
H (-0.82438, -3.67885, -3.04296)
H (-0.12340, -3.06034, -6.40824)
H (0.89552, -4.54266, -6.49976)
H (1.02781, -3.53032, -5.10027)
C (4.32750, 6.27851, -0.85018)
C (3.89550, 7.41770, -1.69194)
O (3.19140, 7.22325, -2.62597)
C (4.32250, 8.81082, -1.22911)
H (4.34660, 5.29965, -1.36075)
H (3.63486, 6.29178, -0.00754)
H (5.33178, 6.43703, -0.49146)
H (3.74949, 9.54992, -1.76577)
H (5.39377, 8.86017, -1.41496)
H (4.19999, 8.90833, -0.18181)
C (-1.65759, 0.43498, -2.69327)
C (-2.50650, 0.74535, -3.88310)
O (-3.35490, 1.61526, -3.84515)
C (-2.15455, 0.04360, -5.09929)
H (-1.64414, -0.62634, -2.50378)
H (-2.00865, 1.01222, -1.82716)
H (-0.63906, 0.71289, -2.87819)
H (-2.56235, 0.51781, -5.96861)
H (-2.61609, -0.94486, -5.07809)
H (-1.10354, -0.15086, -5.14678)
C (2.55257, 6.28280, 4.56539)
C (2.43679, 5.72322, 3.14640)
O (2.62584, 6.41581, 2.18657)
C (2.20362, 4.25485, 3.03499)
H (3.24806, 7.10494, 4.60466)
H (2.90387, 5.49875, 5.25982)
H (1.52166, 6.59258, 4.80608)
H (2.20524, 3.91284, 2.00212)
H (1.25741, 3.97372, 3.56176)
H (3.02868, 3.64696, 3.50587)
C (2.10388, -0.36078, -5.41805)
C (1.83269, -0.78720, -4.00592)
O (0.94703, -1.54496, -3.69048)
C (2.79591, -0.22417, -2.90312)
H (1.50652, 0.55175, -5.65216)
H (1.85181, -1.12491, -6.15766)
H (3.15311, -0.06309, -5.57477)
H (3.76309, -0.70154, -2.91701)
H (2.36223, -0.39215, -1.89440)
H (3.02422, 0.82486, -3.11372)
C (-2.86077, 2.60614, 3.86477)
C (-1.78090, 3.22441, 3.04021)
O (-1.60379, 4.39502, 2.98705)
C (-0.93005, 2.25709, 2.25633)
H (-3.50517, 1.98509, 3.30721)
H (-3.42998, 3.34662, 4.46050)
H (-2.41001, 1.89716, 4.58341)
H (-1.49217, 1.40505, 1.90140)
H (-0.08675, 1.99695, 2.92485)
H (-0.48413, 2.67059, 1.35720)
C (-4.68010, -0.21209, -1.00909)
C (-4.29085, -0.30470, 0.45084)
O (-3.18842, -0.00015, 0.86147)
C (-5.29709, -0.86836, 1.44322)
H (-4.27489, -1.11873, -1.45019)
H (-4.15410, 0.66184, -1.43629)
H (-5.77434, -0.24460, -1.08016)
H (-5.97838, -1.62059, 0.97773)
H (-5.98245, -0.05705, 1.71606)
H (-4.92437, -1.29272, 2.34188)
C (2.12022, -3.88741, -1.46474)
C (1.58414, -5.07798, -0.70204)
O (0.49308, -5.14774, -0.20872)
C (2.57140, -6.26318, -0.63656)
H (2.30012, -4.17583, -2.47967)
H (3.03723, -3.49964, -1.04133)
H (1.41597, -3.02391, -1.54797)
H (3.61696, -5.88350, -0.58833)
H (2.42864, -6.85913, -1.52745)
H (2.39290, -6.85374, 0.24184)
O (-7.00695, -5.38090, -1.31703)
C (-6.75033, -4.22161, -1.45731)
O (-5.53222, -3.68084, -1.21764)
C (-4.57722, -4.64844, -0.58153)
C (-3.36698, -3.90526, -0.24973)
C (-7.70758, -3.15280, -1.80827)
H (-4.41245, -5.50763, -1.23539)
H (-5.11595, -5.05746, 0.28189)
H (-3.55918, -2.97708, 0.29743)
H (-2.82391, -3.69426, -1.17289)
H (-2.67841, -4.54139, 0.31731)
H (-7.28115, -2.61843, -2.63098)
H (-7.83240, -2.48570, -0.98632)
H (-8.67309, -3.65862, -2.01837)
O (1.68894, 2.38985, -4.45818)
C (1.75024, 3.59658, -4.16573)
O (0.69524, 4.35311, -3.90904)
C (-0.68975, 3.79504, -4.12924)
C (-1.56921, 5.00798, -4.35002)
C (3.04367, 4.38219, -4.03547)
H (-0.95387, 3.22488, -3.23967)
H (-0.66503, 3.07611, -4.97168)
H (-1.50301, 5.71260, -3.50721)
H (-2.60039, 4.69066, -4.38248)
H (-1.43259, 5.59213, -5.27283)
H (2.89036, 5.35571, -3.59008)
H (3.45053, 4.46050, -5.03588)
H (3.66428, 3.74489, -3.39060)
O (-5.23489, -7.47046, 3.92071)
C (-4.11315, -7.90076, 3.73474)
O (-3.03826, -7.21774, 3.37325)
C (-3.20410, -5.84866, 3.09442)
C (-1.83176, -5.36740, 2.71862)
C (-3.79470, -9.30791, 3.89009)
H (-3.64709, -5.38362, 3.96123)
H (-3.92501, -5.73214, 2.30696)
H (-1.83862, -4.51491, 2.07168)
H (-1.38365, -6.15680, 2.11963)
H (-1.20814, -5.15819, 3.59216)
H (-2.80828, -9.51171, 4.22117)
H (-3.82665, -9.77939, 2.91101)
H (-4.49866, -9.73811, 4.59486)
O (-2.09097, 6.65834, -0.62148)
C (-1.24816, 5.83881, -0.64782)
O (-1.40740, 4.51866, -0.42449)
C (-2.67786, 3.97956, 0.00176)
C (-3.81173, 4.15259, -1.02661)
C (0.18738, 6.09627, -1.07293)
H (-2.92829, 4.34584, 1.01273)
H (-2.42114, 2.93433, 0.05526)
H (-3.82062, 5.23318, -1.18249)
H (-4.76209, 3.76944, -0.64675)
H (-3.62065, 3.69389, -2.00435)
H (0.46317, 5.43203, -1.89074)
H (0.94118, 5.90923, -0.28722)
H (0.26595, 7.11125, -1.39498)
O (2.03688, 1.30889, 0.87241)
C (1.24033, 1.33787, -0.06346)
O (0.35238, 0.39610, -0.24224)
C (0.51923, -0.85342, 0.52773)
C (-0.55425, -1.76086, 0.12246)
C (1.03155, 2.45859, -1.04454)
H (0.54418, -0.64889, 1.59826)
H (1.49732, -1.28626, 0.32015)
H (-0.40705, -1.95529, -0.94771)
H (-1.52950, -1.23817, 0.21844)
H (-0.55477, -2.65541, 0.74021)
H (1.85132, 3.18703, -0.92547)
H (0.08031, 2.92477, -0.77149)
H (0.92679, 2.06359, -2.06322)
O (1.21604, -4.45855, 4.37720)
C (1.39854, -3.56431, 3.58754)
O (0.77752, -2.37784, 3.61425)
C (-0.16580, -2.12275, 4.66910)
C (-1.04059, -1.01467, 4.26502)
C (2.41066, -3.52420, 2.44546)
H (0.42437, -1.81746, 5.52224)
H (-0.73529, -3.00953, 4.91212)
H (-1.64380, -0.77149, 5.13765)
H (-1.75632, -1.25562, 3.44712)
H (-0.46858, -0.13941, 3.98404)
H (1.86820, -3.37884, 1.48903)
H (3.08238, -4.37492, 2.51074)
H (2.98838, -2.61465, 2.63593)
O (4.38970, -1.75555, -0.12992)
C (5.33919, -1.01206, -0.16361)
O (5.69751, -0.17679, 0.75492)
C (4.97852, -0.09237, 2.00815)
C (5.33532, -1.25168, 2.95690)
C (6.25451, -0.95629, -1.38840)
H (3.91947, -0.04431, 1.77534)
H (5.28224, 0.86420, 2.37472)
H (4.89846, -1.13480, 3.95719)
H (6.42312, -1.22398, 3.08620)
H (5.07811, -2.21969, 2.53023)
H (5.93676, -1.65532, -2.15912)
H (7.26027, -1.19000, -1.06870)
H (6.30425, 0.07713, -1.74216)

Summary:
2S+1: 1
ΔE to the lowest compared entry with this formula, charge and spin: 0.0 kcal/mol
Kohn-Sham gap: 9.73 eV
Total charge: 0

[2]
# C55H113N6O17

A molecular structure, C55H113N6O17 (the ωB97M-V functional and the def2-TZVPD basis, OMol25).

Cartesian coordinates (Å):
C (3.08464, -2.65822, 4.32119)
C (2.35698, -3.04293, 5.57985)
C (3.28733, -3.81738, 6.53874)
C (4.36885, -3.00024, 7.31545)
C (3.65601, -1.85572, 8.14328)
C (2.83075, -0.92938, 7.22918)
N (1.87768, -1.75380, 6.34602)
O (0.82750, -1.14726, 5.77576)
C (3.71381, 0.02288, 6.36165)
C (1.93322, -0.08019, 8.21516)
C (1.18716, -4.02177, 5.37641)
H (3.04968, -3.55812, 3.70713)
H (4.11217, -2.31639, 4.44540)
H (2.62463, -1.87947, 3.71287)
H (3.75229, -4.53380, 5.86150)
H (2.70672, -4.40949, 7.24612)
H (5.01036, -2.55136, 6.55712)
H (4.96529, -3.50641, 8.07451)
H (4.45440, -1.27385, 8.60382)
H (3.09968, -2.39082, 8.91287)
H (3.29951, 0.31643, 5.39715)
H (4.65226, -0.46746, 6.10281)
H (4.01371, 0.83527, 7.02360)
H (1.14490, 0.54541, 7.79652)
H (2.59144, 0.54618, 8.81726)
H (1.37419, -0.65059, 8.95693)
H (1.49411, -4.99971, 5.00557)
H (0.29582, -3.65635, 4.86643)
H (0.58251, -4.20118, 6.26539)
C (4.70957, -2.39034, -0.95380)
C (5.03815, -2.04732, -2.36500)
C (4.23000, -3.00314, -3.33687)
C (2.77096, -2.49208, -3.78987)
C (3.01103, -0.98757, -4.20783)
C (3.41681, 0.02417, -3.05493)
N (4.72060, -0.51115, -2.58248)
O (5.46438, 0.41579, -1.79591)
C (2.33849, -0.02216, -1.96414)
C (3.53546, 1.36574, -3.70371)
C (6.53028, -2.24477, -2.53493)
H (5.50411, -2.07326, -0.27832)
H (4.56426, -3.46852, -1.02099)
H (3.76821, -2.01918, -0.54859)
H (4.08370, -4.04212, -3.04154)
H (4.81094, -3.17822, -4.24237)
H (2.18991, -2.61352, -2.87569)
H (2.44346, -3.00295, -4.69533)
H (2.10413, -0.55696, -4.63234)
H (3.83632, -1.01437, -4.91937)
H (2.52575, 0.63296, -1.11334)
H (2.22816, -1.01735, -1.53342)
H (1.43082, 0.44189, -2.35003)
H (4.21352, 1.44387, -4.55354)
H (3.74966, 2.12744, -2.95401)
H (2.60386, 1.82706, -4.03147)
H (6.87163, -2.23916, -3.57009)
H (6.86277, -3.20928, -2.15117)
H (7.21296, -1.52586, -2.08192)
C (-1.55079, -0.03689, -2.74513)
C (-2.06173, -0.33530, -4.19330)
C (-0.89085, -0.90512, -5.10287)
N (-1.44139, -1.40864, -6.51470)
C (-2.82954, -2.03653, -6.60304)
C (-0.40124, -2.42604, -7.07467)
C (0.71914, -1.66245, -7.64266)
C (0.10751, -0.44677, -8.19302)
C (-1.31581, -0.30476, -7.65549)
H (-1.06553, -0.84839, -2.20280)
H (-2.29682, 0.50721, -2.16590)
H (-0.68490, 0.61825, -2.84050)
H (-2.45214, 0.57635, -4.64558)
H (-2.90023, -1.02370, -4.08782)
H (-0.38212, -1.77831, -4.69441)
H (-0.13818, -0.13746, -5.28257)
H (-3.09042, -2.44336, -7.58005)
H (-3.60683, -1.43999, -6.12547)
H (-2.64606, -2.90797, -5.97452)
H (-1.03609, -3.01988, -7.73227)
H (-0.01831, -3.21299, -6.42493)
H (1.10315, -2.30087, -8.43830)
H (1.54964, -1.37600, -6.99743)
H (0.14268, -0.33962, -9.27718)
H (0.76305, 0.34810, -7.83731)
H (-1.96814, -0.55905, -8.49090)
H (-1.65803, 0.58401, -7.12534)
C (2.46509, 7.16922, 2.81601)
C (1.26463, 6.49119, 2.18980)
C (0.14800, 7.47874, 1.92672)
N (-0.86322, 7.15638, 0.77296)
C (-0.06641, 7.08597, -0.60111)
C (-2.11754, 8.15100, 0.73292)
C (-3.34742, 7.49525, 0.12403)
C (-2.98790, 6.02276, 0.20261)
C (-1.64390, 5.81176, 0.83961)
H (3.40057, 6.62533, 2.68507)
H (2.32644, 7.24687, 3.89436)
H (2.67052, 8.18952, 2.49213)
H (0.71361, 5.78413, 2.80992)
H (1.53468, 5.97247, 1.26995)
H (0.52196, 8.44485, 1.58777)
H (-0.43763, 7.74491, 2.80666)
H (0.63460, 7.92064, -0.60252)
H (-0.76169, 7.05720, -1.44009)
H (0.59963, 6.22373, -0.63326)
H (-1.75748, 9.15308, 0.49987)
H (-2.44466, 8.36069, 1.75130)
H (-3.45711, 7.83112, -0.90711)
H (-4.35211, 7.66106, 0.51286)
H (-2.95326, 5.66620, -0.82684)
H (-3.63075, 5.34275, 0.76158)
H (-1.08505, 5.03809, 0.31308)
H (-1.66146, 5.50752, 1.88613)
C (-7.22661, -2.66311, -5.06672)
C (-6.03079, -2.89598, -4.07881)
C (-6.44279, -3.44655, -2.70722)
N (-5.32939, -3.24237, -1.58405)
C (-3.87339, -3.83829, -1.93673)
C (-5.17368, -1.74198, -1.04690)
C (-6.05021, -1.59556, 0.18037)
C (-6.83443, -2.82853, 0.32158)
C (-5.85491, -3.85612, -0.25007)
H (-7.92030, -3.50158, -5.12885)
H (-6.91004, -2.45416, -6.08860)
H (-7.85227, -1.83103, -4.74381)
H (-5.46399, -1.96541, -4.10842)
H (-5.32941, -3.59169, -4.53941)
H (-6.74527, -4.49194, -2.76852)
H (-7.27084, -2.85039, -2.32378)
H (-3.44044, -3.34481, -2.80687)
H (-4.02132, -4.89736, -2.14790)
H (-3.32522, -3.70353, -1.00429)
H (-4.13584, -1.47793, -0.84379)
H (-5.56629, -1.15309, -1.87585)
H (-5.49282, -1.46297, 1.10765)
H (-6.49878, -0.60609, 0.09187)
H (-6.97317, -2.97511, 1.39272)
H (-7.80423, -2.78111, -0.17375)
H (-4.95278, -4.07022, 0.32302)
H (-6.19012, -4.87131, -0.46242)
C (1.93390, -2.82141, 1.01270)
C (0.75738, -1.92890, 1.57172)
C (1.05840, -0.49723, 1.25492)
N (-0.20838, 0.35447, 1.62899)
C (-1.60844, 0.12413, 0.89230)
C (0.14047, 1.83915, 1.24442)
C (1.00331, 2.27125, 2.47984)
C (0.34051, 1.50160, 3.65920)
C (-0.49657, 0.40136, 3.15368)
H (1.71215, -3.83354, 1.35114)
H (2.94949, -2.60375, 1.34332)
H (1.93545, -2.69934, -0.07043)
H (0.59383, -2.26950, 2.59414)
H (-0.10665, -2.25811, 0.99452)
H (1.27493, -0.41300, 0.18997)
H (1.96136, -0.19532, 1.78561)
H (-1.40826, 0.29622, -0.16525)
H (-2.28536, 0.79696, 1.41878)
H (-2.02625, -0.86956, 1.05386)
H (-0.76456, 2.44242, 1.31566)
H (0.71788, 1.91885, 0.32337)
H (0.81618, 3.34112, 2.57186)
H (2.08786, 2.16558, 2.45373)
H (-0.38263, 2.09192, 4.22193)
H (1.10561, 1.08583, 4.31484)
H (-1.55739, 0.59156, 3.31675)
H (-0.29402, -0.52251, 3.69548)
O (5.91829, 1.21738, 1.84089)
C (4.78828, 0.65100, 1.88598)
O (4.56731, -0.42339, 2.42150)
O (3.98742, 1.22367, 1.17378)
H (5.43539, 1.66855, 1.14457)
O (-1.80123, -2.57789, 3.92003)
C (-2.84032, -2.42578, 3.09996)
O (-2.93345, -3.09564, 2.10033)
O (-3.57787, -1.47212, 3.37863)
H (-2.20528, -1.91593, 4.48586)
O (-2.34916, 3.98367, -2.68845)
C (-1.97002, 3.30966, -1.65743)
O (-2.78678, 2.98747, -0.78863)
O (-0.68224, 3.28520, -1.53607)
H (-1.39260, 3.90780, -2.71733)
O (-0.68266, 4.86134, 4.69272)
C (-0.08620, 4.54794, 5.85434)
O (1.00590, 3.95763, 5.80813)
O (-0.68489, 4.90916, 6.86086)
H (-1.28838, 5.10688, 5.39587)
O (-0.85854, -3.32726, -2.16212)
C (-0.61319, -4.13906, -3.08274)
O (-1.29248, -4.30964, -4.13852)
O (0.43337, -4.72466, -3.00301)
H (-0.41119, -3.87813, -1.51556)

Summary:
2S+1: 2
Kohn-Sham gap (spin up / spin down): 3.00 / 2.86 eV
Total charge: +2
⟨S²⟩: 0.757

Number 1: F_max 3.748 eV Å⁻¹. Number 2: F_max 9.393 eV Å⁻¹.